[1]
Here is a structure of composition C4H6O2 from the OMol25 dataset. Energies are from wB97M-V/def2-TZVPD.

```
! RIJCOSX wB97M-V def2-TZVPD def2/J DEFGRID3
* xyz 0 1
O 1.481 -1.068 1.688
C 0.681 -0.265 0.997
C -0.520 -0.691 0.191
C -0.583 0.839 -0.091
O -1.323 1.519 -0.758
C 0.605 1.064 0.748
H 2.180 -0.546 2.108
H -0.935 -0.463 -3.228
H -1.359 -1.101 0.761
H -0.313 -1.320 -0.681
H -1.099 0.098 -2.766
H 1.182 1.936 1.032
*
```

The calculation puts the electronic energy at -306.4137 a.u. The energy relative to the best compared isomer or geometry (same formula, charge and spin) comes out at 243.1 kJ/mol. Its HOMO energy is -0.3513 hartree. The calculation puts the HOMO-LUMO gap at 0.3655 Ha. As for the maximum force: 0.01038 hartree/bohr. The lowest unoccupied orbital energy is 0.39 eV.

***

[2]
Here is the ion C7H14NO10P2 with charge -1 at a distorted geometry from the OMol25 dataset. Energies are from wB97M-V/def2-TZVPD.

```
! RIJCOSX wB97M-V def2-TZVPD def2/J DEFGRID3
* xyz -1 1
C -3.066 -0.230 2.944
C -3.639 -1.130 1.790
O -3.922 -2.279 1.968
O -3.836 -0.475 0.561
C -2.882 -0.960 -0.410
C -1.617 -0.012 -0.553
N -0.418 -0.849 -0.501
C 0.830 -0.057 -0.339
C 1.036 1.062 -1.428
P 2.415 2.283 -1.176
O 2.474 3.107 -2.440
O 3.914 1.630 -0.987
O 2.028 3.375 0.025
C 0.973 0.405 1.154
O 0.052 0.224 1.979
O 2.066 0.947 1.608
P 2.186 -1.390 -0.614
O 1.613 -2.646 -0.009
O 2.417 -1.731 -2.229
O 3.582 -1.092 0.184
H -2.445 0.582 2.475
H -3.882 0.289 3.512
H -2.436 -0.872 3.604
H -2.508 -1.971 -0.097
H -3.349 -1.066 -1.431
H -1.719 0.558 -1.529
H -1.694 0.740 0.272
H -0.357 -1.455 -1.321
H 1.261 0.543 -2.405
H 0.122 1.682 -1.646
H 4.331 1.639 -1.867
H 1.202 3.074 0.450
H 1.721 -2.323 -2.557
H 3.543 -1.603 1.012
*
```

Its structure (SMILES) is CC(=O)OCCN[C@@](CP(=O)(O)O)(C(=O)[O-])P(=O)(O)O. The calculation puts the electronic energy at -1765.2114 a.u. Its HOMO energy is -0.1861 hartree. The calculation puts the HOMO-LUMO gap at 0.2804 Ha. As for the maximum force: 0.09140 hartree/bohr. The lowest unoccupied orbital energy is 2.56 eV.

***

[3]
Here is a cluster of 7 separate species, C37H66F3N12O3S in total at a distorted geometry from the OMol25 dataset. Energies are from wB97M-V/def2-TZVPD.

```
! RIJCOSX wB97M-V def2-TZVPD def2/J DEFGRID3
* xyz 5 1
C -4.211 -1.929 -1.914
C -5.348 -0.898 -1.857
N -4.924 0.456 -1.481
C -4.048 1.314 -2.084
C -3.929 2.427 -1.275
N -4.793 2.310 -0.212
C -5.363 1.110 -0.367
C -4.970 3.332 0.796
H -4.516 -2.891 -2.326
H -3.760 -2.110 -0.939
H -3.484 -1.503 -2.606
H -6.164 -1.282 -1.246
H -5.810 -0.878 -2.844
H -3.361 0.959 -2.837
H -3.257 3.271 -1.319
H -5.982 0.596 0.353
H -5.288 4.121 0.115
H -4.083 3.617 1.362
H -5.786 3.094 1.478
C 2.908 -5.281 0.710
C 3.088 -4.693 -0.729
N 4.128 -3.734 -0.781
C 4.003 -2.398 -0.964
C 5.266 -1.826 -1.031
N 6.171 -2.805 -0.968
C 5.454 -4.058 -0.853
C 7.565 -2.631 -0.770
H 3.572 -6.023 1.152
H 2.108 -6.014 0.600
H 2.723 -4.503 1.450
H 2.164 -4.189 -1.013
H 3.148 -5.582 -1.357
H 3.063 -1.909 -1.173
H 5.678 -0.834 -1.142
H 5.793 -5.081 -0.923
H 8.018 -3.593 -0.534
H 7.745 -1.983 0.088
H 7.982 -2.332 -1.732
C -2.303 3.040 -5.717
C -1.211 2.174 -6.402
N -0.334 1.479 -5.351
C 0.574 2.019 -4.336
C 1.155 0.938 -3.646
N 0.597 -0.230 -4.148
C -0.252 0.150 -5.168
C 0.729 -1.533 -3.632
H -1.969 3.983 -5.284
H -2.699 2.411 -4.920
H -3.128 3.324 -6.371
H -0.553 2.827 -6.975
H -1.669 1.473 -7.100
H 0.862 3.058 -4.278
H 1.928 0.882 -2.894
H -1.044 -0.469 -5.562
H -0.020 -1.569 -2.840
H 1.708 -1.733 -3.195
H 0.675 -2.360 -4.339
C 0.543 -3.740 3.567
C -0.467 -3.490 2.259
N -1.870 -3.724 2.629
C -2.538 -3.280 3.785
C -3.839 -3.807 3.753
N -3.943 -4.652 2.694
C -2.799 -4.497 1.951
C -5.050 -5.477 2.361
H 0.127 -3.138 4.375
H 1.517 -3.345 3.277
H 0.393 -4.769 3.891
H -0.201 -4.063 1.371
H -0.296 -2.504 1.827
H -2.121 -2.658 4.563
H -4.649 -3.691 4.458
H -2.525 -5.070 1.078
H -4.873 -6.513 2.651
H -5.216 -5.561 1.287
H -6.021 -5.035 2.586
C 1.257 6.391 -2.672
C 2.224 6.468 -1.580
N 2.591 5.202 -0.971
C 3.169 4.179 -1.693
C 3.242 3.112 -0.626
N 2.508 3.498 0.463
C 2.300 4.869 0.314
C 2.354 2.755 1.796
H 1.815 6.151 -3.577
H 0.672 7.310 -2.719
H 0.523 5.610 -2.473
H 1.768 7.174 -0.886
H 3.171 6.962 -1.798
H 3.456 4.255 -2.731
H 3.705 2.175 -0.355
H 1.749 5.426 1.058
H 1.506 2.089 1.952
H 2.356 3.546 2.546
H 3.224 2.102 1.863
C 2.761 -0.010 4.535
C 1.404 -0.073 5.344
N 0.560 0.965 4.809
C 0.857 2.363 4.876
C -0.303 2.997 4.344
N -1.014 2.035 3.604
C -0.522 0.828 3.957
C -2.270 2.320 2.831
H 3.429 0.851 4.489
H 2.687 -0.222 3.468
H 3.489 -0.777 4.797
H 1.649 0.108 6.390
H 1.013 -1.080 5.201
H 1.636 2.827 5.463
H -0.521 4.045 4.484
H -0.973 -0.124 3.719
H -2.038 3.054 2.059
H -2.937 2.838 3.521
H -2.706 1.429 2.378
C -0.917 0.405 -0.354
F -1.910 -0.473 -0.087
F -0.865 0.727 -1.642
F -1.157 1.611 0.196
S 0.816 -0.436 0.117
O 1.838 0.239 -0.640
O 0.992 -0.318 1.533
O 0.690 -1.906 -0.332
*
```

The calculation puts the electronic energy at -3028.1419 a.u. The energy relative to the best compared isomer or geometry (same formula, charge and spin) comes out at 575.6 kJ/mol. Its HOMO energy is -0.7199 hartree. The calculation puts the HOMO-LUMO gap at 0.3477 Ha. As for the maximum force: 0.11862 hartree/bohr. The lowest unoccupied orbital energy is -10.13 eV.